Entry from the OMol25 dataset: C14H22N2O4Si in the gas phase at a distorted geometry (ωB97M-V/def2-TZVPD).

Calculated values
E in hartree: -1246.6609
Lowest unoccupied orbital energy in eV: -0.135
SMILES: C[Si]1(C)OCCN(CCOC(=O)c2ccncc2)CCO1
Highest occupied orbital energy in eV: -8.0

Each line ends with the natural charge from an NBO analysis.
CARTESIAN COORDINATES (ANGSTROEM)
C1 -4.60027 0.58036 1.29860  -1.14
Si1 -2.92220 0.44373 0.43759  2.09
C2 -2.90987 -0.00567 -1.44127  -1.12
O1 -1.85712 -0.42332 1.38308  -0.88
C3 -0.53715 -0.59023 0.89119  -0.08
C4 0.41052 0.48044 1.45592  -0.24
N1 0.16748 1.78157 0.63403  -0.50
C5 0.69342 1.86869 -0.72225  -0.23
C6 2.23738 1.62869 -0.90127  -0.11
O2 2.50266 0.29542 -0.51807  -0.51
C7 2.46098 -0.59160 -1.53911  0.77
O3 2.22732 -0.35274 -2.70253  -0.58
C8 2.72779 -1.96853 -1.19462  -0.13
C9 2.74289 -2.33743 0.17943  -0.22
C10 2.78746 -3.68048 0.50682  0.02
N2 2.94345 -4.64806 -0.37456  -0.39
C11 3.00139 -4.23528 -1.69146  0.04
C12 2.84426 -2.91829 -2.11813  -0.21
C13 -0.46835 2.92167 1.28457  -0.22
C14 -1.91499 2.60244 1.51969  -0.06
O4 -2.57021 2.03870 0.43634  -0.91
H1 -4.52457 0.78283 2.31620  0.24
H2 -5.27347 1.31931 0.89511  0.25
H3 -5.12261 -0.37024 1.19561  0.22
H4 -2.00468 0.36072 -1.95507  0.24
H5 -3.72704 0.32810 -2.01668  0.25
H6 -2.98207 -1.06517 -1.45014  0.23
H7 -0.21086 -1.55681 1.29496  0.18
H8 -0.41917 -0.66537 -0.16320  0.18
H9 1.41916 0.11657 1.32601  0.21
H10 0.33025 0.76762 2.51351  0.21
H11 0.11415 1.08620 -1.25962  0.19
H12 0.34691 2.87522 -1.19532  0.22
H13 2.88032 2.28975 -0.26467  0.20
H14 2.52718 1.80658 -1.96800  0.22
H15 2.63155 -1.49166 0.86038  0.23
H16 2.91939 -3.91166 1.58640  0.20
H17 2.97406 -5.06124 -2.40201  0.20
H18 3.02442 -2.68897 -3.10847  0.24
H19 -0.44692 3.80458 0.59913  0.20
H20 0.03327 3.14347 2.22223  0.19
H21 -2.42616 3.44187 1.86790  0.17
H22 -2.02996 1.79824 2.28174  0.16